No. 1
# C43H47IN6O5PV

A structure of composition C43H47IN6O5PV at a distorted geometry (ωB97M-V/def2-TZVPD, OMol25).

XYZ file:
```
104
Properties=species:S:1:pos:R:3:forces:R:3
V -0.091231 -0.190829 -0.361780 -0.334 -0.381 1.204
C -2.963144 -1.119893 -2.984357 -0.053 0.060 0.244
C -2.928461 -2.290645 -2.010024 0.332 0.436 0.032
C -3.207964 -3.564890 -2.797300 0.015 0.041 0.269
P -1.347152 -2.209045 -0.976726 -0.499 -1.744 -0.259
C -1.845364 -3.184934 0.570669 0.115 0.281 0.108
C -0.657863 -4.009011 1.063775 0.040 0.213 -0.065
C -3.089305 -4.067805 0.515473 0.114 0.188 -0.079
C -0.057226 -3.215568 -1.749831 0.005 0.500 -0.039
C -0.178034 -4.511743 -2.240726 0.306 -0.093 -0.132
C 0.891601 -5.180016 -2.813454 -0.105 -0.098 -0.022
C 0.778637 -6.576997 -3.353340 0.055 0.107 0.005
C 2.111621 -4.508718 -2.888863 -0.233 -0.003 0.102
C 2.271540 -3.247656 -2.375269 0.099 0.131 0.048
C 1.200591 -2.551088 -1.759236 -0.235 -1.129 -0.538
N 1.357923 -1.321729 -1.218993 0.098 0.185 0.188
C 2.682007 -0.824290 -1.231375 0.943 0.176 -0.155
C 3.188428 -0.040183 -2.280120 -0.083 -0.327 0.001
C 2.522606 0.030886 -3.624640 -0.050 -0.112 0.058
C 4.420611 0.586081 -2.139482 0.143 -0.115 0.167
C 5.212588 0.403404 -1.021564 -0.039 -0.052 -0.159
C 6.526339 1.110691 -0.875169 -0.016 -0.066 -0.057
C 4.788088 -0.521923 -0.078862 -0.048 -0.034 -0.122
C 3.560861 -1.154179 -0.180736 -0.055 -0.042 -0.044
C 3.236087 -2.271744 0.768745 -0.142 0.125 -0.017
H -3.940788 -1.065966 -3.464730 -0.020 -0.006 -0.129
H -2.199515 -1.231649 -3.754892 0.029 0.040 -0.060
H -2.809973 -0.194079 -2.438407 0.039 0.070 -0.120
H -3.725855 -2.115726 -1.276348 0.154 -0.068 -0.040
H -2.433703 -3.725046 -3.543477 0.046 -0.046 -0.081
H -4.160365 -3.448883 -3.313005 -0.103 0.002 -0.097
H -3.281586 -4.444503 -2.169052 0.025 -0.168 0.038
H -2.030067 -2.387840 1.298386 0.003 -0.018 -0.080
H -0.518476 -4.892401 0.443065 0.047 -0.075 -0.043
H -0.818628 -4.331018 2.093827 -0.038 0.023 0.060
H 0.251908 -3.413310 1.025986 0.086 -0.171 0.075
H -2.939494 -4.922833 -0.139669 -0.036 -0.114 -0.080
H -3.973494 -3.520480 0.199989 -0.121 -0.039 -0.043
H -3.288333 -4.456021 1.515627 0.019 -0.012 0.063
H -1.126632 -5.022783 -2.167399 -0.104 -0.051 0.006
H -0.225184 -6.972466 -3.216356 -0.065 -0.086 -0.006
H 1.487906 -7.237425 -2.852324 -0.038 -0.126 0.000
H 1.015379 -6.591747 -4.418494 -0.046 -0.101 -0.063
H 2.954802 -5.000725 -3.356693 0.103 -0.034 -0.031
H 3.240985 -2.773830 -2.442506 0.012 0.043 0.011
H 1.550874 -0.457152 -3.616250 0.032 0.006 -0.070
H 3.157588 -0.487641 -4.345256 -0.016 -0.060 -0.060
H 2.418168 1.056584 -3.972889 -0.058 0.015 -0.005
H 4.768435 1.218459 -2.943328 0.043 0.173 -0.116
H 6.510033 2.053157 -1.415287 0.064 0.110 -0.021
H 7.340243 0.500854 -1.273304 0.072 0.028 0.009
H 6.736705 1.313364 0.172723 0.076 0.057 0.079
H 5.443620 -0.780520 0.744576 0.033 0.006 0.136
H 3.845557 -2.210667 1.669846 0.015 -0.009 0.050
H 3.445153 -3.228195 0.282104 -0.051 -0.046 0.037
H 2.183594 -2.266600 1.040405 0.015 -0.101 0.004
O 0.613654 4.607782 -5.424509 -0.480 0.010 -0.585
C 1.366650 4.488951 -4.455978 -0.305 -0.759 0.555
O 2.347571 5.136694 -4.093882 0.635 0.367 0.295
C 1.001101 3.276527 -3.505611 -0.069 0.219 -0.342
C 0.016445 2.355627 -3.851843 0.095 0.039 0.103
C -0.264585 1.292582 -3.013144 -0.192 0.013 -0.399
N 0.331706 1.117780 -1.832318 0.299 0.850 -0.786
C 1.299555 1.990404 -1.507127 0.220 0.567 -0.211
C 1.665905 3.060275 -2.310757 -0.065 -0.252 0.195
C 1.946740 1.745767 -0.184836 0.946 0.924 -0.251
O 2.941996 2.358600 0.185495 -0.314 0.019 -0.112
O 1.360492 0.848707 0.515707 -0.351 -0.306 0.354
H -0.506190 2.488038 -4.787344 -0.040 -0.010 -0.078
H -0.990162 0.539652 -3.296932 0.030 0.095 0.065
H 2.470175 3.712969 -2.006799 0.038 0.056 0.038
I -4.304177 0.418403 1.525449 -0.345 0.138 0.397
C -2.909816 1.259291 2.887623 -0.629 -0.469 0.125
C -3.356372 1.166532 4.184911 -0.075 -0.203 -0.365
C -2.714361 1.843957 5.223335 0.350 0.264 0.147
C -1.663582 2.665035 4.930064 -0.207 -0.226 0.166
C -1.179983 2.772814 3.611137 -0.022 -0.156 -0.159
C -0.152554 3.698817 3.344435 0.171 0.198 -0.291
C 0.222380 3.973024 2.058107 0.001 0.098 0.475
C -0.322616 3.232245 1.014556 -0.538 -0.472 0.055
C -1.204598 2.183905 1.235574 0.209 0.545 0.158
C -1.760176 2.008904 2.544310 0.414 0.363 0.029
H -4.248931 0.596194 4.398992 -0.001 -0.019 -0.012
H -3.083399 1.749217 6.234446 -0.040 0.023 0.063
H -1.206517 3.279684 5.694163 0.073 -0.035 0.068
H 0.293333 4.217421 4.180632 0.034 0.118 0.065
H 0.951814 4.736971 1.838163 0.122 0.057 0.021
H -0.015376 3.458330 0.004568 0.062 -0.074 -0.038
N 3.114752 0.667945 2.594883 -0.150 -0.098 0.033
C 2.818166 -0.268609 3.485096 0.395 0.425 -0.249
N 3.721011 -0.576980 4.461105 -0.003 0.138 -0.031
N 1.706133 -0.959098 3.484319 0.068 -0.397 0.818
C 0.844869 -0.942712 2.529053 -0.392 -0.346 0.059
N 0.007877 -1.116377 1.744407 0.074 0.295 -0.556
H 3.999393 1.142905 2.585294 0.051 -0.035 -0.035
H 2.494492 0.809992 1.773192 0.181 -0.002 0.373
H 4.460970 0.071416 4.667418 -0.074 -0.018 0.002
H 3.379086 -1.147028 5.215682 -0.019 0.033 -0.059
C -2.279242 2.183019 -0.999200 0.017 -0.250 0.172
C -1.550363 1.357035 0.061002 0.114 2.135 -0.546
O -1.858367 0.119651 0.196262 -0.972 -1.485 0.268
H -2.648290 1.552676 -1.803965 0.045 0.068 -0.039
H -1.675713 2.982490 -1.421352 0.070 0.029 -0.033
H -3.146984 2.637327 -0.510381 -0.012 0.035 -0.081
```
Forces are in eV/Å.

Properties
2S+1   2
Total charge   -1



No. 2
# C43H50F6GeN6O2S2Ti

A structure of composition C43H50F6GeN6O2S2Ti at a distorted geometry (ωB97M-V/def2-TZVPD, OMol25).

XYZ file:
```
111
Properties=species:S:1:pos:R:3:forces:R:3
Ti 0.263524 1.260716 0.106753 -1.190 -0.767 0.595
C 3.752031 -1.849455 1.284930 -0.034 0.038 -0.012
C 3.667048 -0.454732 1.851651 0.083 -0.045 0.107
O 4.090676 0.532007 1.279726 0.141 -0.023 0.027
N 3.221046 -0.409055 3.153638 -0.371 0.167 -0.108
C 3.245768 0.820289 3.915676 0.018 0.056 -0.024
C 1.965343 1.621205 4.056816 -0.067 -0.021 0.164
C 1.442033 1.795046 5.335503 0.032 0.007 -0.013
C 0.349668 2.629561 5.519488 0.025 0.028 -0.051
C -0.188276 3.257732 4.413605 0.036 0.061 0.089
C 0.371625 2.994354 3.170970 -0.037 -0.047 -0.127
N 1.416358 2.194239 2.982676 0.314 -0.120 0.123
H 3.590099 -1.827108 0.211862 -0.052 0.012 -0.051
H 3.013439 -2.509454 1.733500 -0.019 -0.019 -0.012
H 4.755800 -2.224980 1.509248 0.000 0.018 -0.058
H 2.548907 -1.110589 3.423176 0.051 -0.064 -0.046
H 4.005359 1.446017 3.445414 -0.041 0.044 -0.008
H 3.576049 0.579162 4.929932 0.096 0.023 -0.017
H 1.889127 1.272348 6.172687 0.020 0.030 0.013
H -0.077984 2.773344 6.504742 0.000 -0.004 0.009
H -1.043986 3.915304 4.486349 -0.026 -0.031 -0.011
H -0.061701 3.415307 2.274949 0.032 0.028 0.006
S 1.641570 -1.331883 -2.087094 0.027 0.013 0.136
C 0.076195 -2.023429 -1.700341 0.111 -0.065 0.042
N -0.465193 -2.861405 -2.704378 -0.147 0.074 0.034
C -1.470960 -3.762450 -2.206360 0.032 -0.043 -0.009
C -2.464736 -3.002282 -1.320895 -0.012 0.004 -0.038
N -1.768837 -2.399484 -0.209883 -0.035 0.123 0.047
C -2.171801 -2.815766 1.112723 0.005 -0.122 -0.076
C -1.837636 -4.264063 1.405567 -0.033 -0.023 -0.008
C -2.822039 -5.247040 1.415222 -0.003 -0.002 0.062
C -2.502132 -6.583368 1.628087 0.003 -0.004 0.009
C -1.182394 -6.954048 1.835487 -0.007 0.000 -0.004
C -0.188706 -5.980623 1.822235 0.011 0.006 0.013
C -0.510556 -4.650056 1.606326 0.004 0.018 -0.056
C -0.453354 -1.949715 -0.457514 -0.025 0.001 0.017
S 0.451834 -1.239000 0.876099 0.334 0.279 0.159
C -0.512439 -2.436671 -4.095377 0.083 -0.083 -0.095
C -1.894512 -2.265781 -4.681700 -0.098 0.005 0.026
C -2.384792 -3.187926 -5.602224 0.007 0.014 -0.002
C -3.669018 -3.073929 -6.120284 -0.019 0.023 -0.009
C -4.484612 -2.026053 -5.716815 0.024 -0.018 -0.010
C -3.999923 -1.094337 -4.805949 0.015 0.006 0.005
C -2.715856 -1.208041 -4.293818 0.059 0.020 0.009
H -0.994583 -4.537757 -1.591382 -0.010 -0.015 -0.012
H -1.986096 -4.245655 -3.037847 0.006 0.000 -0.010
H -3.225311 -3.689758 -0.940238 -0.016 0.021 0.013
H -2.966358 -2.234883 -1.919591 0.018 -0.009 -0.009
H -3.250909 -2.663309 1.217057 0.005 0.012 -0.011
H -1.662602 -2.161068 1.813276 0.024 0.066 0.154
H -3.856836 -4.959442 1.259244 0.004 0.010 -0.004
H -3.284896 -7.333409 1.631990 0.000 0.000 -0.005
H -0.927300 -7.994061 2.002327 0.004 0.001 -0.003
H 0.845784 -6.262392 1.980925 0.002 -0.002 -0.015
H 0.259822 -3.886673 1.573458 0.006 -0.004 0.017
H 0.019644 -3.175021 -4.711853 0.012 0.030 -0.037
H 0.051103 -1.506016 -4.161537 -0.020 -0.005 -0.016
H -1.746424 -4.007870 -5.915569 -0.002 -0.018 0.009
H -4.031270 -3.803686 -6.835566 -0.005 -0.006 0.001
H -5.490095 -1.934381 -6.110821 -0.006 0.001 -0.006
H -4.622100 -0.268049 -4.484042 0.003 0.010 0.003
H -2.355564 -0.468760 -3.582436 -0.041 -0.052 -0.038
N -2.121475 1.037236 -2.111055 0.143 0.025 0.065
C -1.246131 1.095551 -1.352151 -0.345 0.041 -0.543
C 3.254183 0.663607 -4.425646 -0.033 0.034 0.007
Ge 3.410316 0.832902 -2.449641 0.077 0.011 -0.323
C 4.839023 -0.449740 -1.985364 -0.071 -0.064 0.083
C 4.475263 2.505094 -2.328047 -0.042 0.042 0.063
C 1.568785 0.485347 -1.748649 0.550 -0.003 -0.021
H 4.226885 0.783862 -4.911614 0.002 -0.006 0.004
H 2.576175 1.428889 -4.812349 0.011 0.008 0.001
H 2.844436 -0.314175 -4.682138 -0.001 -0.005 0.001
H 5.746076 -0.129682 -2.506548 -0.012 -0.007 -0.026
H 4.591882 -1.466276 -2.290392 -0.010 -0.007 0.008
H 5.031529 -0.431432 -0.913818 0.010 0.016 0.028
H 5.226462 2.379209 -3.112560 0.012 0.005 -0.008
H 4.996408 2.589377 -1.373553 -0.003 -0.011 -0.023
H 3.929652 3.426491 -2.521915 0.037 -0.057 -0.006
H 1.018166 0.893310 -2.607340 -0.064 0.030 0.047
C 2.936870 3.861842 0.114638 -0.049 -0.013 0.032
C 1.495466 4.185385 -0.271793 0.074 0.102 -0.032
O 0.651429 3.164101 0.006836 0.083 -0.091 0.094
C 1.047464 5.461060 0.510418 -0.003 -0.032 0.031
F 1.590110 6.593106 -0.001602 0.015 -0.001 -0.011
F 1.441536 5.419704 1.798900 -0.004 -0.030 0.006
F -0.276406 5.631621 0.525481 -0.021 -0.008 -0.023
C 1.385282 4.528300 -1.787448 -0.038 -0.069 0.002
F 0.231055 5.154198 -2.082662 0.006 -0.014 -0.005
F 2.381328 5.337300 -2.225103 -0.013 0.010 0.011
F 1.433257 3.422742 -2.529420 0.002 0.028 0.004
H 2.978117 3.734820 1.193759 -0.014 -0.029 0.001
H 3.643590 4.628601 -0.203167 0.006 -0.018 0.013
H 3.192819 2.906516 -0.333797 -0.023 0.054 0.025
C -2.832193 3.324366 0.219447 -0.093 0.064 0.030
C -3.012726 2.726292 1.586098 -0.053 0.060 -0.091
C -4.050168 3.155264 2.398263 0.000 0.058 -0.031
C -4.252013 2.635330 3.670758 0.032 -0.049 0.047
C -3.381636 1.655547 4.122238 -0.052 0.044 -0.003
C -2.331093 1.187501 3.342733 0.019 0.007 -0.199
C -1.431753 0.129975 3.917143 0.023 -0.012 -0.004
C -2.115933 1.716191 2.037983 -0.196 -0.156 -0.074
N -1.070824 1.352850 1.247861 0.637 0.476 0.060
H -3.295835 4.313128 0.170956 -0.027 0.000 0.013
H -3.275613 2.689729 -0.550723 0.048 0.036 0.041
H -1.776265 3.411170 -0.032764 -0.056 0.058 0.021
H -4.714045 3.928229 2.020681 0.015 0.003 0.003
H -5.063770 2.991798 4.294642 -0.003 -0.012 0.003
H -3.511584 1.236040 5.116929 0.009 -0.010 0.003
H -1.957795 -0.823351 4.006262 -0.024 -0.075 -0.029
H -1.095602 0.411967 4.920891 -0.012 -0.040 -0.079
H -0.568756 -0.032621 3.278580 0.117 -0.032 -0.092
```
Forces are in eV/Å.

Properties
2S+1   1
Total charge   -2
Energy relative to the best compared isomer or geometry (same formula, charge and spin)   1.740 eV



Number 1: E -107615.06279 eV. Number 2: E -176048.85634 eV.